22
Properties=species:S:1:pos:R:3:nbo_charge:R:1 method="wB97M-V/def2-TZVPD" spin_multiplicity=1 de_lowest_kj_mol=830.4 homo_lumo_gap_ev=9.104
C 0.33 -1.37 -0.65 0.57
C 3.79 0.43 -0.45 -0.63
C -3.75 -0.04 0.64 -0.63
C 2.63 0.40 0.61 -0.06
C -2.77 -0.21 -0.65 -0.08
N 0.34 0.75 0.86 -0.22
N -0.72 -0.17 0.57 -0.10
O 1.03 -2.18 -0.15 -0.49
O 1.40 0.63 -0.10 -0.44
O -1.50 0.46 -0.45 -0.46
H -0.01 -1.25 -1.68 0.16
H 3.57 -0.34 -1.12 0.21
H 3.58 1.34 -1.10 0.22
H 4.69 0.33 0.08 0.22
H -4.65 -0.62 0.56 0.21
H -3.21 -0.21 1.66 0.23
H -4.08 0.89 0.66 0.19
H 2.75 1.18 1.36 0.19
H 2.45 -0.62 0.98 0.19
H -3.01 0.30 -1.59 0.21
H -2.64 -1.36 -0.69 0.17
H -0.23 1.66 0.65 0.36



20
Properties=species:S:1:pos:R:3:nbo_charge:R:1 method="wB97M-V/def2-TZVPD" smiles=C[C@H]1[C@H](N)[C@H](N)[C@H]1S spin_multiplicity=1 de_lowest_kj_mol=122.4 homo_lumo_gap_ev=9.667
C 1.21 1.92 0.35 -0.62
C 0.25 0.73 0.49 -0.24
C -0.67 0.23 -0.68 -0.05
N -2.12 0.54 -0.82 -0.83
C -0.36 -1.17 -0.36 -0.08
N -1.39 -1.64 0.57 -0.85
C 0.87 -0.73 0.42 -0.31
S 2.44 -0.72 -0.53 -0.09
H 1.75 2.17 1.28 0.22
H 0.54 2.84 0.02 0.21
H 1.97 1.89 -0.50 0.22
H -0.29 0.74 1.38 0.22
H -0.10 0.47 -1.65 0.20
H -2.44 0.73 0.21 0.36
H -2.19 1.50 -1.16 0.36
H -0.14 -1.85 -1.23 0.18
H -1.17 -2.52 1.06 0.36
H -2.21 -1.79 0.02 0.37
H 1.05 -1.22 1.36 0.22
H 2.99 -2.11 -0.22 0.15



20
Properties=species:S:1:pos:R:3:nbo_charge:R:1 method="wB97M-V/def2-TZVPD" charge=+1 spin_multiplicity=1 de_lowest_kj_mol=364.5 homo_lumo_gap_ev=9.646
C 0.24 1.73 -0.33 -0.44
C 0.43 0.54 -0.70 0.20
C 1.25 -0.16 -1.65 -0.68
N -0.61 -0.59 0.06 -0.32
C -1.95 -0.55 -0.59 -0.47
N -0.77 -0.15 1.38 -0.38
C 0.17 -0.41 2.28 0.37
N 1.42 -0.62 1.92 -0.72
H -0.39 2.18 0.52 0.24
H 0.84 2.43 -0.87 0.24
H 1.56 0.48 -2.46 0.26
H 0.66 -0.94 -2.02 0.25
H 1.99 -0.66 -1.11 0.22
H -2.53 -1.46 -0.54 0.23
H -2.48 0.43 -0.27 0.20
H -1.91 -0.34 -1.63 0.24
H -1.72 -0.37 1.64 0.42
H -0.05 -0.10 3.30 0.24
H 2.04 -0.60 2.76 0.44
H 1.85 -0.82 0.97 0.46



20
Properties=species:S:1:pos:R:3:nbo_charge:R:1 method="wB97M-V/def2-TZVPD" charge=+1 spin_multiplicity=1 de_lowest_kj_mol=181.0 homo_lumo_gap_ev=10.676
C -0.31 1.87 -1.22 -0.31
C 0.99 1.92 -1.60 0.07
C -0.28 0.97 -0.17 0.30
C -1.37 0.68 0.78 -0.67
C 1.42 -0.39 1.13 -0.43
N 0.98 0.61 0.12 -0.12
N -1.07 -2.05 -0.45 -1.11
N 1.80 1.23 -0.77 -0.31
H -1.12 2.47 -1.65 0.28
H 1.32 2.35 -2.42 0.23
H -1.06 0.26 1.79 0.24
H -1.94 -0.16 0.42 0.27
H -2.01 1.54 0.86 0.25
H 2.25 -0.80 0.51 0.22
H 1.82 -0.10 2.19 0.26
H 0.67 -1.16 1.14 0.26
H -0.63 -2.83 -0.01 0.37
H -0.98 -2.05 -1.47 0.39
H -2.00 -2.14 -0.11 0.37
H 2.80 1.13 -0.78 0.45



20
Properties=species:S:1:pos:R:3:nbo_charge:R:1 method="wB97M-V/def2-TZVPD" charge=+1 spin_multiplicity=1 de_lowest_kj_mol=324.8 homo_lumo_gap_ev=10.172
C 2.40 1.25 -0.37 -0.70
C 1.04 1.30 -0.96 0.27
C -0.69 0.80 0.72 0.38
C -1.73 -0.50 2.45 -0.42
C -0.10 -1.66 -2.33 0.00
N -0.94 -0.39 1.25 -0.51
N -0.04 1.04 -0.41 -0.40
N -0.78 -1.01 -1.51 -0.68
H 2.72 0.24 -0.78 0.26
H 3.17 2.07 -0.67 0.27
H 1.09 1.53 -2.00 0.20
H -1.09 1.68 1.33 0.23
H -2.38 -1.37 2.39 0.24
H -2.35 0.53 2.66 0.22
H -1.14 -0.60 3.36 0.23
H 0.86 -1.91 -1.89 0.15
H 2.33 1.38 0.71 0.24
H -0.15 -1.92 -3.38 0.18
H -0.60 -1.16 0.69 0.46
H -1.53 -0.37 -1.81 0.37



21
Properties=species:S:1:pos:R:3:nbo_charge:R:1 method="wB97M-V/def2-TZVPD" smiles="[H]/N=C(/N=C)N(C)N.C=C" spin_multiplicity=1 de_lowest_kj_mol=268.1 homo_lumo_gap_ev=9.647
H -0.89 -0.63 1.87 0.34
N -0.35 0.23 1.83 -0.77
C -0.25 0.75 0.67 0.54
N 0.56 1.87 0.49 -0.46
C 0.62 2.76 1.38 0.03
N -0.79 0.29 -0.49 -0.28
C -0.64 0.94 -1.77 -0.40
N -1.70 -0.78 -0.49 -0.65
H 0.01 2.76 2.28 0.17
H 1.30 3.59 1.23 0.17
H -1.53 1.52 -2.03 0.19
H 0.22 1.60 -1.72 0.23
H -0.49 0.17 -2.53 0.20
H -1.22 -1.65 -0.29 0.36
H -2.42 -0.64 0.22 0.35
C 1.35 -1.89 -0.71 -0.39
C 1.17 -2.37 0.50 -0.40
H 0.98 -2.38 -1.59 0.19
H 1.90 -0.97 -0.87 0.20
H 1.54 -1.87 1.38 0.21
H 0.63 -3.29 0.67 0.19



LUMO level for the records above, in order: 0.82; 0.70; -3.61; -3.07; -3.30; 0.94 eV